1.
2 unconnected molecules or ions with the total composition C8H8ClNO2. Source: OMol25; level of theory: wB97M-V/def2-TZVPD.

The HOMO energy (spin up / spin down) comes out at -0.3391 / -0.3538 Eh. Its energy above the lowest of the compared OMol25 structures with the same formula, charge and spin is 179.4 kcal/mol. The total energy comes out at -26525.462 eV.

Element x y z (Å)
C 1.094 1.900 0.643
C 1.375 1.877 -0.684
C 0.218 0.984 1.292
C 0.649 0.972 -1.450
C -0.477 0.035 0.508
C -0.255 0.165 -0.816
C -1.290 -1.090 1.168
C -0.922 -1.941 -2.459
N -0.704 -0.979 -3.414
O 0.461 -0.664 -3.697
O -1.687 -0.435 -4.011
Cl -2.474 -2.551 -2.172
H 1.711 2.427 1.328
H 2.068 2.521 -1.157
H -0.079 1.058 2.419
H 0.634 0.731 -2.559
H -1.430 -1.081 2.313
H -2.188 -1.344 0.645
H -0.577 -1.853 0.886
H -0.084 -2.761 -2.361

***

2.
A molecular structure, C16H15Cl3GeMoN4O6S3. Source: OMol25; level of theory: wB97M-V/def2-TZVPD.

The HOMO energy (spin up / spin down) comes out at -0.2333 / -0.2357 Eh. As for the charge: -1. Its energy above the lowest of the compared OMol25 structures with the same formula, charge and spin is 16.0 kcal/mol. The spin multiplicity is 2. The total energy comes out at -163533.817 eV. As for the expectation value of S²: 0.772.

Element x y z (Å)
Mo 1.285 -0.495 0.813
S -0.838 0.935 0.929
C -1.724 -0.399 1.523
S -0.701 -1.780 1.732
C -3.077 -0.384 1.846
C -3.820 0.801 1.783
N -4.448 1.765 1.734
C -3.774 -1.518 2.279
N -4.409 -2.418 2.615
N 1.844 -0.647 3.003
C 3.054 0.126 3.315
C 4.274 -0.470 2.615
C 4.244 -0.266 1.087
O 5.107 0.361 0.516
O 3.262 -0.855 0.484
H 1.081 -0.329 3.604
H 2.027 -1.635 3.232
H 3.230 0.131 4.401
H 2.906 1.157 2.973
H 4.314 -1.547 2.806
H 5.184 -0.007 3.001
C -4.751 2.167 -2.203
C -3.484 1.381 -2.303
C -2.436 1.829 -3.100
C -1.248 1.124 -3.163
C -1.107 -0.038 -2.428
C -2.144 -0.514 -1.649
C -3.334 0.190 -1.600
S 0.494 -0.820 -2.347
O 1.161 -0.676 -3.606
O 0.277 -2.176 -1.851
N 1.224 -0.033 -1.153
C 1.999 1.118 -1.498
C 2.123 2.028 -0.258
O 2.354 3.211 -0.379
O 1.957 1.414 0.853
H -4.890 2.780 -3.089
H -4.702 2.824 -1.336
H -5.608 1.512 -2.072
H -2.545 2.736 -3.679
H -0.430 1.451 -3.785
H -2.009 -1.439 -1.106
H -4.152 -0.186 -1.004
H 1.561 1.673 -2.334
H 3.022 0.816 -1.773
Cl 0.314 -4.779 -0.184
Ge 1.588 -3.013 -0.017
Cl 3.221 -3.536 -1.327
Cl 2.523 -3.572 2.098

***

3.
A molecular structure, C18H38BBeN3O5P. Source: OMol25; level of theory: wB97M-V/def2-TZVPD.

The HOMO energy comes out at -0.3797 Eh. As for the charge: +1. Its energy above the lowest of the compared OMol25 structures with the same formula, charge and spin is 0.0 kcal/mol. The total energy comes out at -44353.798 eV.

Element x y z (Å)
Be -0.182 0.973 0.643
C 0.459 -0.246 3.061
O 0.495 0.896 2.184
C 0.974 2.124 2.744
C 0.244 3.198 1.957
O 0.117 2.739 0.598
C 1.193 3.025 -0.321
C 1.988 1.741 -0.473
O 1.037 0.667 -0.501
C 0.627 0.247 -1.826
H -0.159 -0.011 3.926
H 0.021 -1.057 2.488
H 1.474 -0.502 3.362
H 0.715 2.172 3.802
H 2.061 2.170 2.640
H -0.777 3.307 2.317
H 0.746 4.164 1.984
H 0.719 3.321 -1.255
H 1.803 3.850 0.047
H 2.592 1.738 -1.380
H 2.637 1.556 0.382
H 1.511 -0.094 -2.362
H -0.081 -0.561 -1.688
H 0.133 1.066 -2.347
C -4.325 -0.870 -2.002
C -3.844 0.095 -0.936
C -4.369 1.497 -1.221
O -2.393 0.173 -0.988
B -1.922 0.364 0.303
O -2.928 0.159 1.224
C -4.097 -0.363 0.527
C -4.063 -1.876 0.684
C -5.344 0.207 1.172
H -4.111 -0.464 -2.990
H -5.404 -1.016 -1.925
H -3.837 -1.840 -1.920
H -3.982 1.828 -2.184
H -4.041 2.202 -0.457
H -5.458 1.513 -1.266
H -3.178 -2.286 0.198
H -4.948 -2.347 0.254
H -4.022 -2.124 1.745
H -5.313 1.293 1.212
H -5.434 -0.170 2.190
H -6.233 -0.099 0.618
C -1.683 -5.132 -0.089
N -0.856 -4.808 -1.251
C 0.312 -5.688 -1.243
N 1.087 -5.629 -0.006
C 0.198 -5.926 1.114
N -0.972 -5.054 1.185
C -0.591 -3.679 1.499
P 0.544 -2.896 0.239
C -0.462 -3.402 -1.252
C 1.733 -4.332 0.157
H -2.047 -6.154 -0.210
H -2.544 -4.462 -0.062
H 0.959 -5.432 -2.084
H -0.037 -6.714 -1.375
H 0.760 -5.849 2.047
H -0.153 -6.954 1.006
H -0.094 -3.666 2.474
H -1.491 -3.065 1.589
H 0.127 -3.200 -2.152
H -1.357 -2.774 -1.307
H 2.336 -4.341 1.069
H 2.420 -4.166 -0.678

***

4.
C4H5N3 in the gas phase. Source: OMol25; level of theory: wB97M-V/def2-TZVPD.

The HOMO energy comes out at -0.3797 Eh. The SMILES is CNC(C#N)C#N. Its energy above the lowest of the compared OMol25 structures with the same formula, charge and spin is 70.7 kcal/mol. The total energy comes out at -8696.746 eV.

Element x y z (Å)
C -1.596 0.032 0.248
N -0.501 -0.270 -0.673
C 0.779 -0.187 0.009
C 1.952 -0.837 -0.579
N 2.844 -1.498 -0.900
C 1.107 1.162 0.579
N 1.269 2.259 0.920
H -1.600 -0.678 1.094
H -2.533 -0.094 -0.291
H -1.551 1.044 0.681
H -0.569 0.091 -1.602
H 0.342 -1.061 0.512

***

5.
2 unconnected molecules or ions with the total composition C3H8S. Source: OMol25; level of theory: wB97M-V/def2-TZVPD.

The HOMO energy comes out at -0.3534 Eh. The SMILES is C=CC.S. Its energy above the lowest of the compared OMol25 structures with the same formula, charge and spin is 20.0 kcal/mol. The total energy comes out at -14075.053 eV.

Element x y z (Å)
C 1.691 0.079 -0.717
C 0.385 0.003 -0.524
C -0.523 -0.739 -1.454
H 2.346 0.587 -0.019
H 2.134 -0.282 -1.639
H -0.056 0.413 0.380
H -1.308 -0.084 -1.842
H 0.036 -1.156 -2.289
H -1.036 -1.536 -0.912
S -0.758 0.626 3.303
H -0.820 1.509 2.299
H -2.092 0.581 3.415

***

6.
C4H8O3 in the gas phase. Source: OMol25; level of theory: wB97M-V/def2-TZVPD.

The HOMO energy comes out at -0.3824 Eh. The SMILES is O=C(O)CCCO. Its energy above the lowest of the compared OMol25 structures with the same formula, charge and spin is 18.0 kcal/mol. The total energy comes out at -10420.223 eV.

Element x y z (Å)
O 0.566 -2.302 2.002
C 0.053 -1.301 1.638
O -0.151 -0.255 2.496
C -0.401 -0.950 0.249
C 0.211 0.423 -0.184
C -0.015 0.703 -1.657
O 0.595 1.969 -2.003
H 0.219 -0.625 3.317
H -1.473 -0.989 0.063
H 0.069 -1.627 -0.469
H -0.265 1.241 0.355
H 1.266 0.324 0.066
H 0.449 -0.036 -2.302
H -1.084 0.797 -1.865
H -0.038 2.629 -1.705